1.
55
Properties=species:S:1:pos:R:3:forces:R:3 method="wB97M-V/def2-TZVPD" e_above_lowest_kcal_mol=44.7 largest_force_ha_per_bohr=0.062 homo_energy_ev="-9.49 / -11.16" spin_multiplicity=6 charge=+1
Mn 0.620 -0.240 -0.462 -0.75 -0.12 -0.24
C -1.178 -3.079 0.202 -1.17 1.55 0.17
C -1.936 -2.659 -1.073 -0.45 -0.36 -0.25
S -1.627 -1.071 -1.867 0.35 0.66 -0.64
C -3.112 0.019 -1.735 -1.21 -0.62 1.27
C -2.792 1.973 0.039 -1.45 1.08 0.73
S -0.796 2.970 1.725 0.22 -0.74 -0.15
C 0.478 2.027 2.657 0.97 0.46 -0.98
C 1.842 1.644 1.950 -0.62 0.81 -0.24
S 2.200 -0.077 1.436 0.17 0.04 0.31
C 1.470 -1.197 2.666 -0.17 -0.03 0.77
C 0.863 -2.513 2.064 1.11 -0.15 -0.05
S 0.489 -2.440 0.259 0.12 -1.37 0.77
H -1.128 -4.140 0.190 -0.05 -0.89 0.31
H -1.723 -2.687 1.085 0.42 -0.47 -0.42
H -3.019 -2.666 -0.888 0.26 -0.41 0.04
H -1.686 -3.408 -1.834 -0.32 0.24 -0.01
H -3.961 -0.625 -2.048 0.53 0.34 -0.05
H -3.009 0.809 -2.473 0.37 -0.13 -0.23
H -3.140 2.283 1.041 -0.40 -0.27 -0.44
H -3.064 2.869 -0.612 0.45 -1.31 0.48
H 0.028 1.181 3.131 -0.30 -0.45 0.31
H 0.738 2.751 3.438 -0.11 -0.19 -0.05
H 2.703 1.875 2.571 -0.19 0.32 0.25
H 1.944 2.242 1.007 -0.03 -0.65 0.73
H 0.752 -0.615 3.295 0.51 -0.67 -0.62
H 2.295 -1.507 3.323 -0.36 0.12 -0.08
H 0.005 -2.873 2.669 0.39 0.25 -0.62
H 1.658 -3.296 2.064 -0.68 0.56 0.43
O 1.580 2.925 -2.673 0.39 -1.38 0.36
C 1.557 1.831 -2.083 -1.65 2.75 -0.06
N 0.587 1.496 -1.194 2.32 -1.15 -0.97
C -0.485 2.342 -0.946 -0.93 0.85 -1.54
C -1.307 1.831 0.219 0.48 0.16 0.37
C -3.601 0.696 -0.366 0.39 0.88 -2.25
C -3.852 -0.315 0.670 0.14 -0.52 1.13
C -2.924 -0.610 1.620 -0.43 0.87 -0.88
C -1.564 -0.220 1.492 0.10 0.54 0.52
N -0.909 0.502 0.591 0.15 0.18 1.61
C 2.619 0.824 -2.227 0.49 -1.73 -0.34
C 3.811 1.074 -2.906 -0.93 1.70 -0.11
C 4.827 0.168 -2.825 0.44 -0.67 -0.31
C 4.560 -1.055 -2.231 0.94 -0.62 0.31
C 3.337 -1.304 -1.667 -0.59 0.38 0.27
N 2.359 -0.380 -1.650 1.09 0.56 -0.44
H -1.080 2.397 -1.904 0.14 0.35 0.95
H -0.060 3.306 -0.697 -0.52 0.66 -0.30
H -4.591 1.115 -0.665 0.54 -0.39 0.14
H -4.813 -0.833 0.689 0.09 0.40 0.06
H -3.174 -1.124 2.532 -0.14 -0.54 -0.03
H -0.977 -0.577 2.332 0.36 -0.50 -0.15
H 3.890 2.037 -3.447 0.04 -0.64 0.58
H 5.811 0.379 -3.230 -0.17 -0.03 -0.06
H 5.327 -1.827 -2.132 -0.20 0.32 -0.16
H 3.159 -2.227 -1.126 -0.18 -0.03 -0.22


2.
51
Properties=species:S:1:pos:R:3:forces:R:3 method="wB97M-V/def2-TZVPD" e_above_lowest_kcal_mol=0.0 largest_force_ha_per_bohr=0.013 homo_energy_ev=-7.99 charge=0
C -0.165 -1.099 -4.065 -0.03 0.24 0.07
H 0.882 -1.361 -4.195 0.11 -0.04 -0.04
H -0.645 -1.868 -3.465 -0.05 -0.10 0.04
H -0.646 -1.069 -5.039 -0.05 -0.06 -0.13
C -0.308 0.252 -3.373 -0.30 -0.21 -0.16
N 0.354 0.261 -2.077 -0.18 -0.05 -0.03
C -0.370 -0.180 -1.022 0.20 0.25 0.01
O -1.556 -0.489 -1.151 -0.33 -0.20 -0.07
C 0.252 -0.218 0.320 -0.20 0.00 0.40
C -0.472 0.248 1.391 0.34 -0.03 0.16
N -1.775 0.678 1.334 -0.10 -0.02 -0.34
C -2.425 1.157 2.427 -0.45 0.08 -0.05
O -1.849 1.285 3.490 -0.19 0.12 0.18
C -3.878 1.504 2.201 0.08 0.20 0.08
H -4.436 0.571 2.087 -0.05 -0.04 0.03
H -4.228 1.991 3.112 0.08 -0.09 -0.01
C -4.121 2.413 0.978 -0.24 0.02 -0.03
C -4.602 1.620 -0.238 0.22 0.18 0.09
H -4.768 2.292 -1.077 -0.02 0.01 -0.12
H -3.885 0.866 -0.556 0.02 -0.12 -0.11
H -5.542 1.122 -0.012 -0.11 -0.08 0.03
C -5.153 3.485 1.327 0.26 -0.07 -0.08
H -5.330 4.135 0.473 -0.06 0.08 -0.07
H -4.806 4.099 2.155 -0.02 0.08 0.10
H -6.097 3.025 1.608 -0.14 -0.04 0.05
H -3.182 2.917 0.721 -0.05 -0.03 0.02
H -2.246 0.463 0.459 0.02 0.01 0.21
S 0.410 0.245 2.871 0.46 -0.29 -0.42
C 1.747 -0.488 2.061 -0.25 0.14 -0.12
C 1.537 -0.697 0.730 -0.10 0.16 0.47
C 2.454 -1.447 -0.128 0.19 -0.17 -0.13
C 1.948 -2.364 -1.048 0.08 0.03 0.08
C 2.805 -3.109 -1.837 -0.01 -0.07 -0.06
C 4.176 -2.951 -1.719 0.04 -0.04 -0.06
C 4.687 -2.045 -0.804 0.11 -0.04 -0.02
C 3.835 -1.300 -0.012 -0.12 0.02 -0.03
H 4.234 -0.588 0.695 0.03 0.09 0.06
H 5.756 -1.920 -0.709 0.08 0.02 0.01
H 4.844 -3.533 -2.337 0.05 -0.04 -0.05
H 2.401 -3.819 -2.545 -0.03 -0.06 -0.05
H 0.880 -2.499 -1.131 -0.11 -0.05 -0.01
H 2.610 -0.775 2.627 0.21 -0.12 0.11
C 1.573 1.035 -1.969 0.44 0.18 0.00
C 2.690 0.542 -2.884 -0.18 0.06 0.17
H 2.910 -0.503 -2.693 0.06 -0.11 -0.01
H 2.423 0.660 -3.931 0.00 0.01 -0.15
H 3.588 1.124 -2.694 0.11 0.07 -0.03
H 1.911 1.013 -0.934 -0.06 0.11 -0.11
H 1.339 2.079 -2.224 0.02 -0.08 0.11
H 0.118 1.048 -3.986 0.01 0.01 0.07
H -1.371 0.459 -3.213 0.20 0.08 -0.08


3.
52
Properties=species:S:1:pos:R:3:forces:R:3 method="wB97M-V/def2-TZVPD" e_above_lowest_kcal_mol=14.7 largest_force_ha_per_bohr=0.012 homo_energy_ev=-8.80 charge=0
C 6.302 2.109 0.570 0.30 -0.11 0.09
C 6.191 0.607 0.465 0.14 0.31 0.05
O 7.137 -0.114 0.698 -0.03 0.02 0.00
C 4.876 0.052 0.066 -0.31 -0.41 -0.10
C 4.738 -1.339 0.027 0.03 0.16 0.00
C 3.548 -1.923 -0.338 -0.09 0.06 -0.01
C 2.452 -1.127 -0.678 0.31 0.38 0.11
C 2.578 0.260 -0.644 -0.30 0.05 -0.09
C 3.776 0.838 -0.274 0.35 -0.22 0.11
H 3.843 1.914 -0.258 0.02 0.12 0.01
H 1.737 0.879 -0.906 -0.01 0.00 0.00
N 1.278 -1.777 -1.061 0.20 -0.32 -0.08
C 0.042 -1.249 -1.246 -0.14 -0.49 -0.30
O -0.245 -0.075 -1.111 -0.09 0.34 0.02
C -1.016 -2.285 -1.590 -0.14 0.03 0.27
H -0.579 -3.165 -2.060 -0.03 0.01 -0.01
H -1.742 -1.829 -2.266 0.09 0.00 0.02
C -1.738 -2.705 -0.292 0.20 -0.12 0.01
N -2.415 -1.630 0.408 -0.15 0.28 0.00
H -1.912 -0.756 0.251 0.05 -0.07 -0.04
C -3.809 -1.413 0.044 -0.25 -0.02 0.12
C -4.343 -0.175 0.770 0.00 -0.16 -0.32
C -3.500 1.036 0.446 -0.21 -0.02 0.18
C -3.520 1.590 -0.759 0.05 0.03 -0.11
C -2.661 2.742 -1.175 0.06 0.16 0.07
C -2.042 3.447 0.028 0.16 -0.13 -0.13
C -1.475 2.404 0.983 -0.14 0.17 0.19
C -2.613 1.557 1.544 0.26 0.13 -0.15
H -2.211 0.723 2.127 -0.06 -0.04 0.05
H -3.222 2.160 2.227 0.01 -0.07 0.11
H -0.929 2.883 1.798 0.05 -0.03 0.00
H -0.783 1.761 0.436 0.08 -0.02 0.03
H -1.258 4.130 -0.303 -0.04 0.06 0.02
H -2.807 4.033 0.543 -0.01 0.08 0.02
H -3.247 3.445 -1.772 0.04 -0.02 -0.04
H -1.864 2.353 -1.818 0.00 0.06 -0.08
H -4.170 1.190 -1.527 -0.14 -0.16 -0.05
H -4.334 -0.356 1.846 -0.06 -0.02 0.03
H -5.377 -0.016 0.458 -0.02 -0.02 0.06
H -4.380 -2.301 0.337 0.01 0.06 -0.08
H -3.929 -1.270 -1.040 0.00 -0.02 0.05
H -2.470 -3.489 -0.533 0.10 0.12 0.05
C -0.733 -3.343 0.692 -0.50 0.21 -0.25
O 0.174 -4.047 0.335 0.18 -0.26 0.03
O -0.983 -3.035 1.949 0.14 -0.13 0.47
H -1.736 -2.385 1.929 0.21 -0.15 -0.27
H 1.339 -2.789 -1.046 -0.20 0.18 -0.01
H 3.449 -2.999 -0.356 0.00 -0.13 0.01
H 5.592 -1.944 0.293 0.05 -0.05 0.02
H 5.575 2.491 1.283 -0.10 0.09 0.02
H 6.115 2.565 -0.399 -0.07 0.09 -0.07
H 7.304 2.371 0.901 0.00 -0.02 0.00


4.
53
Properties=species:S:1:pos:R:3:forces:R:3 method="wB97M-V/def2-TZVPD" e_above_lowest_kcal_mol=0.0 largest_force_ha_per_bohr=0.003 homo_energy_ev=-14.77 charge=+2
Tl -0.420 0.499 -2.049 -0.01 0.03 0.01
C -2.890 -3.907 -0.250 0.00 -0.01 0.00
C -2.389 -2.574 0.218 -0.06 0.08 0.02
N -1.281 -2.509 0.813 0.05 -0.13 -0.07
N -0.260 -2.462 1.397 -0.02 0.06 0.04
C 0.961 -2.115 0.467 0.01 0.04 0.04
O 0.702 -1.666 -0.606 0.01 -0.04 -0.03
C 2.218 -2.396 1.112 0.01 0.00 -0.01
C 3.385 -2.190 0.358 0.00 0.00 0.00
C 4.611 -2.475 0.916 0.00 0.00 0.00
C 4.681 -2.963 2.220 0.00 0.00 0.00
C 3.529 -3.164 2.972 0.00 0.00 0.00
C 2.291 -2.883 2.425 -0.01 -0.01 -0.01
C -3.149 -1.303 0.103 -0.01 0.01 0.02
C -4.514 -1.327 -0.119 -0.01 0.02 0.01
C -5.186 -0.108 -0.133 0.02 -0.01 0.00
C -4.468 1.053 0.080 -0.02 -0.01 0.00
C -3.091 0.966 0.277 0.00 0.02 -0.02
N -2.433 -0.186 0.279 0.02 -0.05 0.00
H -2.119 -4.669 -0.183 0.00 0.00 0.00
H -3.232 -3.818 -1.280 0.00 0.00 0.00
H -3.734 -4.205 0.374 0.00 0.00 0.00
H 3.308 -1.823 -0.657 0.00 0.00 0.00
H 5.516 -2.331 0.342 0.00 0.00 0.00
H 5.646 -3.192 2.653 0.00 0.00 0.00
H 3.599 -3.544 3.982 0.00 0.00 0.00
H 1.396 -3.037 3.009 0.00 0.00 0.00
H -5.050 -2.255 -0.260 0.00 0.00 0.00
H -6.255 -0.077 -0.297 0.00 0.00 0.00
H -4.955 2.018 0.090 0.00 0.00 0.00
H -2.495 1.858 0.436 0.00 0.00 0.00
C 0.737 4.842 0.043 -0.01 0.01 0.00
C 2.155 4.563 0.527 0.00 -0.01 0.00
C 2.802 3.314 -0.059 0.00 0.00 0.01
S 2.091 1.701 0.317 -0.02 0.01 0.02
O 0.678 1.665 -0.280 0.02 0.00 -0.01
C 1.798 1.848 2.086 0.01 0.00 -0.02
C 3.078 1.975 2.906 0.00 -0.01 0.01
C 4.018 0.783 2.758 0.00 0.00 0.00
H 0.395 5.804 0.422 0.00 0.00 0.00
H 0.036 4.076 0.374 0.00 0.00 0.00
H 0.698 4.882 -1.047 0.00 0.00 0.00
H 2.188 4.528 1.617 0.00 0.00 0.00
H 2.805 5.394 0.245 0.00 0.00 0.00
H 3.845 3.214 0.257 0.00 0.00 0.00
H 2.807 3.337 -1.152 0.00 0.00 0.00
H 1.264 0.927 2.335 0.00 0.00 0.01
H 1.114 2.685 2.225 0.00 0.00 0.00
H 2.774 2.079 3.949 0.01 0.00 0.00
H 3.597 2.902 2.653 -0.01 0.01 0.00
H 3.503 -0.152 2.996 0.00 0.00 0.00
H 4.866 0.877 3.435 0.00 0.00 0.00
H 4.415 0.697 1.745 0.00 0.00 0.00


What did the second record say?
51
Properties=species:S:1:pos:R:3:forces:R:3 method="wB97M-V/def2-TZVPD" e_above_lowest_kcal_mol=0.0 largest_force_ha_per_bohr=0.013 homo_energy_ev=-7.99 charge=0
C -0.165 -1.099 -4.065 -0.03 0.24 0.07
H 0.882 -1.361 -4.195 0.11 -0.04 -0.04
H -0.645 -1.868 -3.465 -0.05 -0.10 0.04
H -0.646 -1.069 -5.039 -0.05 -0.06 -0.13
C -0.308 0.252 -3.373 -0.30 -0.21 -0.16
N 0.354 0.261 -2.077 -0.18 -0.05 -0.03
C -0.370 -0.180 -1.022 0.20 0.25 0.01
O -1.556 -0.489 -1.151 -0.33 -0.20 -0.07
C 0.252 -0.218 0.320 -0.20 0.00 0.40
C -0.472 0.248 1.391 0.34 -0.03 0.16
N -1.775 0.678 1.334 -0.10 -0.02 -0.34
C -2.425 1.157 2.427 -0.45 0.08 -0.05
O -1.849 1.285 3.490 -0.19 0.12 0.18
C -3.878 1.504 2.201 0.08 0.20 0.08
H -4.436 0.571 2.087 -0.05 -0.04 0.03
H -4.228 1.991 3.112 0.08 -0.09 -0.01
C -4.121 2.413 0.978 -0.24 0.02 -0.03
C -4.602 1.620 -0.238 0.22 0.18 0.09
H -4.768 2.292 -1.077 -0.02 0.01 -0.12
H -3.885 0.866 -0.556 0.02 -0.12 -0.11
H -5.542 1.122 -0.012 -0.11 -0.08 0.03
C -5.153 3.485 1.327 0.26 -0.07 -0.08
H -5.330 4.135 0.473 -0.06 0.08 -0.07
H -4.806 4.099 2.155 -0.02 0.08 0.10
H -6.097 3.025 1.608 -0.14 -0.04 0.05
H -3.182 2.917 0.721 -0.05 -0.03 0.02
H -2.246 0.463 0.459 0.02 0.01 0.21
S 0.410 0.245 2.871 0.46 -0.29 -0.42
C 1.747 -0.488 2.061 -0.25 0.14 -0.12
C 1.537 -0.697 0.730 -0.10 0.16 0.47
C 2.454 -1.447 -0.128 0.19 -0.17 -0.13
C 1.948 -2.364 -1.048 0.08 0.03 0.08
C 2.805 -3.109 -1.837 -0.01 -0.07 -0.06
C 4.176 -2.951 -1.719 0.04 -0.04 -0.06
C 4.687 -2.045 -0.804 0.11 -0.04 -0.02
C 3.835 -1.300 -0.012 -0.12 0.02 -0.03
H 4.234 -0.588 0.695 0.03 0.09 0.06
H 5.756 -1.920 -0.709 0.08 0.02 0.01
H 4.844 -3.533 -2.337 0.05 -0.04 -0.05
H 2.401 -3.819 -2.545 -0.03 -0.06 -0.05
H 0.880 -2.499 -1.131 -0.11 -0.05 -0.01
H 2.610 -0.775 2.627 0.21 -0.12 0.11
C 1.573 1.035 -1.969 0.44 0.18 0.00
C 2.690 0.542 -2.884 -0.18 0.06 0.17
H 2.910 -0.503 -2.693 0.06 -0.11 -0.01
H 2.423 0.660 -3.931 0.00 0.01 -0.15
H 3.588 1.124 -2.694 0.11 0.07 -0.03
H 1.911 1.013 -0.934 -0.06 0.11 -0.11
H 1.339 2.079 -2.224 0.02 -0.08 0.11
H 0.118 1.048 -3.986 0.01 0.01 0.07
H -1.371 0.459 -3.213 0.20 0.08 -0.08